[1]
The following is a DFT calculation (the ωB97M-V functional and the def2-TZVPD basis) of a 3-piece molecular cluster, C20H35BrF5O3P overall at a distorted geometry.

CARTESIAN COORDINATES (ANGSTROEM)
Br: -0.931 1.325 7.072
P: -1.490 1.379 4.799
F: -1.788 3.824 5.853
F: 2.609 1.758 1.802
F: 4.193 3.170 2.106
F: 2.507 3.693 0.882
F: -2.093 3.764 3.734
O: -2.045 -3.439 -3.255
O: 2.192 -0.650 -1.877
O: -1.872 1.353 3.153
C: -4.261 -4.462 -3.593
C: -0.768 -5.445 -3.896
C: -0.813 1.004 0.440
C: 0.119 3.695 4.491
C: 1.697 -2.382 -3.557
C: -3.119 -3.634 -4.158
C: 2.156 3.588 3.199
C: 2.763 4.514 4.045
C: 0.844 3.180 3.428
C: 0.725 4.615 5.349
C: -1.305 3.283 4.717
C: 3.573 -0.529 -2.161
C: 1.357 -1.030 -2.955
C: -1.397 -4.610 -2.794
C: -1.260 2.112 -0.530
C: 2.877 3.044 2.004
C: -1.971 0.199 1.051
C: -1.859 0.069 2.559
C: 2.038 5.016 5.122
C: 3.898 0.507 -3.224
H: -0.615 -4.259 -2.118
H: -1.513 -5.838 -4.589
H: -2.080 -5.220 -2.192
H: 4.035 -0.237 -1.218
H: 0.349 -1.067 -2.540
H: 0.198 5.024 6.194
H: -0.236 -6.294 -3.465
H: 3.775 4.833 3.866
H: -0.938 -0.475 2.790
H: 0.974 -2.632 -4.334
H: 3.472 0.247 -4.194
H: -2.934 0.616 0.778
H: 1.667 -3.158 -2.791
H: 1.352 -0.254 -3.729
H: -0.630 2.986 -0.393
H: -5.074 -4.518 -4.317
H: -2.757 -4.067 -5.097
H: -1.102 1.791 -1.556
H: -2.740 0.862 5.151
H: -2.713 -0.516 2.911
H: 3.997 -1.504 -2.430
H: -0.089 0.347 -0.028
H: 2.691 -2.397 -4.008
H: -0.294 1.489 1.264
H: 0.404 2.462 2.751
H: 3.504 1.483 -2.937
H: -0.061 -4.848 -4.472
H: -1.920 -0.819 0.662
H: 2.532 5.716 5.776
H: -3.953 -5.482 -3.361
H: -0.441 0.476 4.597
H: -3.479 -2.632 -4.393
H: -4.642 -4.010 -2.676
H: 4.978 0.589 -3.348
H: -2.291 2.395 -0.357

The molecular weight comes out at 529.4 g mol⁻¹. The SMILES is CCCCO[PH2](Br)C(F)(F)c1cccc(C(F)(F)F)c1.CCOCC.CCOCC. The energy above the lowest of the compared OMol25 structures with the same formula, charge and spin is 3.1 kcal per mole. Its net charge is 0. As for the HOMO energy: -9.7 eV.

=====

[2]
The following is a DFT calculation (the ωB97M-V functional and the def2-TZVPD basis) of C20H35BrInN2OPSi2 as an isolated structure at a distorted geometry.

CARTESIAN COORDINATES (ANGSTROEM)
In: -0.449 -0.682 -0.324
Br: -1.487 -2.993 1.467
P: -2.531 -1.432 -1.849
Si: 1.178 1.183 2.108
Si: -1.297 2.410 0.198
O: 3.072 -5.168 2.529
N: 1.191 0.446 -1.638
N: 0.907 -2.536 0.246
C: 2.224 -2.695 0.019
C: -2.663 1.555 1.162
C: 1.202 2.850 2.940
C: 0.235 -0.076 3.124
C: 3.005 -3.560 0.742
C: 2.868 2.581 -2.052
C: 0.367 -3.268 1.226
C: -1.662 2.356 -1.645
C: -1.071 4.170 0.755
C: 2.053 2.542 -0.938
C: -2.958 -0.494 -3.339
C: 1.046 -4.154 2.013
C: 1.969 0.492 -2.733
C: 2.416 -4.310 1.767
C: 0.282 1.337 0.407
C: 2.884 0.516 1.728
C: -4.103 -1.563 -0.955
C: 2.820 1.542 -2.981
C: 1.198 1.451 -0.753
C: -2.231 -3.128 -2.425
H: -3.092 -3.482 -2.993
H: 3.438 1.175 1.057
H: 1.894 -0.350 -3.409
H: -3.597 2.117 1.093
H: -1.911 4.763 0.383
H: 3.546 3.412 -2.197
H: -4.012 -2.242 -0.108
H: -0.158 4.618 0.359
H: -4.857 -1.949 -1.642
H: 3.479 0.412 2.638
H: -3.621 -1.102 -3.955
H: 1.414 3.665 2.247
H: 0.563 -4.719 2.798
H: 1.974 2.869 3.713
H: -4.418 -0.586 -0.591
H: -3.470 0.424 -3.055
H: 2.639 -2.104 -0.788
H: 0.681 -0.178 4.116
H: -0.962 2.980 -2.204
H: -0.809 0.212 3.264
H: -2.858 0.544 0.786
H: 3.428 1.555 -3.873
H: -2.070 -0.234 -3.914
H: 2.822 -0.466 1.255
H: -2.412 1.476 2.221
H: 4.056 -3.668 0.510
H: -1.586 1.342 -2.045
H: -2.668 2.728 -1.856
H: 2.067 3.341 -0.209
H: 0.249 3.060 3.430
H: -1.060 4.267 1.840
H: -2.083 -3.779 -1.563
H: 0.262 -1.061 2.655
H: -1.343 -3.170 -3.057
H: 4.007 -5.245 2.294

The molecular weight comes out at 601.4 g mol⁻¹. Its net charge is +2. As for the HOMO energy: -14.5 eV.

=====

HOMO-LUMO gap for every record listed, in sequence, given in eV: 10.12, 8.22.